Entry 1:
Here is a cluster of 7 separate species, C42H105N7 in total in a non-equilibrium geometry from the OMol25 dataset. Energies are from wB97M-V/def2-TZVPD.

The value obtained for the HOMO energy is -8.19 eV. The calculation puts the energy above the lowest of the compared OMol25 structures with the same formula, charge and spin at 403.7 kJ/mol. The spin multiplicity is 1. The SMILES is CCN(CC)CC.CCN(CC)CC.CCN(CC)CC.CCN(CC)CC.CCN(CC)CC.CCN(CC)CC.CCN(CC)CC. The value obtained for the strongest force on any atom is 0.06652 Eh/bohr.

Geometry (Å):
1 C 1.931 5.920 -2.641
2 C 1.167 6.346 -1.401
3 N 1.104 5.167 -0.478
4 C 2.440 4.634 -0.064
5 C 2.342 3.498 1.075
6 C 0.268 4.025 -0.904
7 C -0.988 4.562 -1.571
8 H 2.986 5.754 -2.421
9 H 1.917 6.719 -3.383
10 H 1.430 5.039 -3.043
11 H 1.572 7.200 -0.857
12 H 0.166 6.652 -1.703
13 H 2.977 4.238 -0.926
14 H 3.092 5.356 0.426
15 H 1.760 3.966 1.868
16 H 1.804 2.587 0.809
17 H 3.322 3.224 1.465
18 H 0.019 3.499 0.018
19 H 0.825 3.330 -1.534
20 H -1.445 5.328 -0.945
21 H -1.739 3.773 -1.573
22 H -0.902 4.885 -2.609
23 C -2.545 2.818 -7.778
24 C -2.865 1.283 -7.757
25 N -3.511 0.840 -6.601
26 C -2.521 0.426 -5.601
27 C -3.033 0.618 -4.132
28 C -4.539 -0.177 -6.889
29 C -5.870 0.485 -7.174
30 H -1.766 3.130 -8.473
31 H -2.074 3.212 -6.877
32 H -3.452 3.311 -8.126
33 H -3.391 0.925 -8.642
34 H -1.948 0.816 -8.117
35 H -2.253 -0.624 -5.721
36 H -1.712 1.157 -5.631
37 H -3.262 1.628 -3.793
38 H -3.756 -0.158 -3.882
39 H -2.130 0.380 -3.569
40 H -4.558 -0.911 -6.083
41 H -4.350 -0.669 -7.843
42 H -6.523 -0.270 -7.611
43 H -5.794 1.330 -7.858
44 H -6.350 0.988 -6.335
45 C 3.693 -4.074 -1.012
46 C 4.673 -5.226 -0.779
47 N 4.007 -6.189 0.144
48 C 4.620 -7.504 0.100
49 C 3.883 -8.552 0.973
50 C 3.948 -5.564 1.511
51 C 5.292 -5.498 2.257
52 H 2.779 -4.558 -1.355
53 H 3.958 -3.296 -1.729
54 H 3.418 -3.499 -0.127
55 H 4.977 -5.627 -1.747
56 H 5.614 -4.827 -0.401
57 H 4.472 -7.913 -0.899
58 H 5.667 -7.413 0.390
59 H 4.137 -9.566 0.664
60 H 4.215 -8.462 2.007
61 H 2.801 -8.432 0.912
62 H 3.301 -6.129 2.182
63 H 3.514 -4.566 1.464
64 H 6.014 -6.292 2.065
65 H 5.166 -5.553 3.338
66 H 5.703 -4.520 2.009
67 C -6.563 -3.302 0.705
68 C -5.674 -2.167 1.343
69 N -5.024 -2.587 2.590
70 C -3.647 -2.993 2.303
71 C -3.253 -4.145 3.259
72 C -4.911 -1.528 3.653
73 C -6.245 -1.083 4.135
74 H -7.161 -3.713 1.519
75 H -6.012 -4.202 0.431
76 H -7.159 -2.932 -0.129
77 H -4.954 -1.836 0.594
78 H -6.292 -1.283 1.503
79 H -2.942 -2.166 2.380
80 H -3.653 -3.310 1.260
81 H -2.263 -4.534 3.019
82 H -3.975 -4.958 3.189
83 H -3.221 -3.759 4.278
84 H -4.295 -1.810 4.507
85 H -4.424 -0.614 3.314
86 H -6.851 -0.704 3.311
87 H -6.870 -1.877 4.543
88 H -6.438 -0.102 4.569
89 C -2.304 5.419 6.513
90 C -3.228 4.249 6.512
91 N -2.796 3.094 5.782
92 C -2.895 3.310 4.344
93 C -2.268 2.137 3.639
94 C -3.574 1.876 6.168
95 C -3.246 1.353 7.505
96 H -1.401 5.368 7.122
97 H -2.865 6.223 6.990
98 H -1.998 5.710 5.508
99 H -3.401 4.006 7.560
100 H -4.141 4.723 6.152
101 H -3.867 3.534 3.906
102 H -2.334 4.218 4.122
103 H -1.259 1.955 4.007
104 H -2.826 1.211 3.499
105 H -2.003 2.389 2.612
106 H -3.536 1.064 5.442
107 H -4.591 2.266 6.214
108 H -3.481 2.039 8.319
109 H -2.190 1.093 7.582
110 H -3.709 0.442 7.886
111 C 7.254 2.584 -1.001
112 C 7.378 1.095 -0.731
113 N 6.367 0.227 -1.466
114 C 4.966 0.517 -1.255
115 C 4.594 0.542 0.244
116 C 6.555 0.168 -2.966
117 C 7.836 -0.512 -3.446
118 H 6.201 2.821 -1.157
119 H 7.770 2.794 -1.937
120 H 7.689 3.317 -0.321
121 H 8.390 0.828 -1.034
122 H 7.245 0.930 0.338
123 H 4.760 1.487 -1.707
124 H 4.183 -0.025 -1.785
125 H 3.540 0.767 0.403
126 H 4.733 -0.423 0.731
127 H 5.088 1.288 0.867
128 H 6.527 1.217 -3.261
129 H 5.740 -0.446 -3.348
130 H 7.832 -1.602 -3.424
131 H 8.689 -0.081 -2.922
132 H 8.076 -0.307 -4.489
133 C 0.273 -2.167 -1.922
134 C -0.784 -2.204 -0.782
135 N -0.597 -1.249 0.393
136 C 0.709 -1.373 1.135
137 C 0.497 -0.830 2.525
138 C -0.826 0.109 -0.099
139 C -2.346 0.374 -0.124
140 H 1.281 -2.183 -1.507
141 H 0.306 -1.239 -2.493
142 H 0.164 -3.092 -2.488
143 H -1.786 -2.033 -1.176
144 H -0.869 -3.205 -0.360
145 H 0.800 -2.458 1.196
146 H 1.632 -0.971 0.717
147 H -0.325 -1.341 3.028
148 H 1.348 -1.049 3.170
149 H 0.256 0.233 2.533
150 H -0.521 0.286 -1.130
151 H -0.285 0.813 0.533
152 H -2.668 1.308 -0.584
153 H -2.636 0.421 0.925
154 H -2.990 -0.389 -0.563



Entry 2:
Here is a structure of composition C42H108N4O14 in a non-equilibrium geometry from the OMol25 dataset. Energies are from wB97M-V/def2-TZVPD.

The value obtained for the HOMO energy is -7.42 eV. The calculation puts the energy above the lowest of the compared OMol25 structures with the same formula, charge and spin at 3426.9 kJ/mol. The spin multiplicity is 1. The value obtained for the strongest force on any atom is 0.31602 Eh/bohr.

Geometry (Å):
1 C 3.146 1.592 -2.036
2 O 4.335 1.784 -1.281
3 H 3.378 1.838 -3.072
4 H 2.902 0.531 -2.097
5 H 2.364 2.229 -1.623
6 H 4.534 2.714 -1.413
7 C -1.135 -1.304 -5.602
8 O -1.009 -0.919 -6.970
9 H -1.745 -2.206 -5.651
10 H -0.167 -1.414 -5.112
11 H -1.677 -0.423 -5.259
12 H -0.276 -0.300 -7.000
13 C -0.719 1.409 -3.636
14 O -0.026 2.590 -3.173
15 H -0.091 0.605 -4.020
16 H -1.346 1.003 -2.842
17 H -1.452 1.686 -4.395
18 H 0.658 2.850 -3.794
19 C 1.212 -5.437 0.530
20 O 1.272 -6.670 -0.085
21 H 0.668 -4.689 -0.047
22 H 0.637 -5.583 1.444
23 H 2.187 -4.990 0.725
24 H 1.174 -6.540 -1.031
25 C 4.612 -2.791 -3.221
26 O 3.328 -2.304 -3.610
27 H 4.567 -2.717 -2.134
28 H 4.739 -3.673 -3.848
29 H 5.414 -2.073 -3.389
30 H 2.846 -2.142 -2.796
31 C 1.075 -5.082 -3.339
32 O 0.951 -5.644 -2.104
33 H 0.039 -4.962 -3.658
34 H 1.710 -4.199 -3.278
35 H 1.477 -5.895 -3.943
36 H 1.572 -6.374 -2.037
37 O 2.851 1.042 -4.924
38 H 2.629 0.905 -4.003
39 H 3.799 0.913 -4.964
40 O 4.607 -0.560 -1.209
41 H 4.549 0.391 -1.113
42 H 4.838 -0.695 -2.128
43 O 3.792 -1.166 4.210
44 H 3.570 -0.872 3.326
45 H 3.292 -1.973 4.327
46 O 2.740 -3.358 3.515
47 H 1.804 -3.549 3.580
48 H 2.898 -3.246 2.578
49 C -1.045 0.316 6.420
50 C 0.264 -0.198 5.748
51 C -0.088 -0.811 4.335
52 C -0.370 0.230 3.223
53 C 0.876 1.213 3.111
54 C 1.004 2.007 4.468
55 N 1.160 0.981 5.546
56 O 1.366 1.716 6.725
57 C 2.349 2.776 4.358
58 C -0.057 3.096 4.545
59 C 0.979 -1.244 6.731
60 H -1.650 1.010 5.836
61 H -1.068 0.723 7.431
62 H -1.628 -0.559 6.708
63 H 0.759 -1.384 3.959
64 H -0.975 -1.443 4.378
65 H -1.297 0.756 3.448
66 H -0.501 -0.266 2.261
67 H 0.709 2.010 2.386
68 H 1.824 0.758 2.826
69 H 2.253 3.439 3.498
70 H 2.518 3.438 5.206
71 H 3.152 2.039 4.369
72 H 0.193 3.670 5.438
73 H -0.028 3.676 3.623
74 H -0.972 2.525 4.702
75 H 0.350 -2.131 6.805
76 H 0.945 -0.772 7.713
77 H 2.033 -1.380 6.486
78 H 2.162 1.252 6.997
79 C 3.078 -0.517 1.055
80 C 1.899 -1.354 0.381
81 C 0.602 -0.779 1.024
82 C -0.644 -1.152 0.298
83 C -0.510 -0.811 -1.184
84 C 0.775 -1.307 -1.893
85 N 1.976 -1.112 -1.089
86 O 3.137 -1.632 -1.595
87 C 0.518 -2.838 -2.285
88 C 1.034 -0.529 -3.203
89 C 2.028 -2.910 0.669
90 H 4.079 -0.729 0.676
91 H 3.072 -0.715 2.126
92 H 2.997 0.564 0.937
93 H 0.504 -1.040 2.078
94 H 0.586 0.310 0.966
95 H -1.490 -0.565 0.656
96 H -0.823 -2.201 0.535
97 H -0.625 0.261 -1.346
98 H -1.330 -1.421 -1.561
99 H -0.364 -2.897 -2.923
100 H 1.409 -3.338 -2.663
101 H 0.263 -3.472 -1.436
102 H 1.902 -0.962 -3.700
103 H 0.197 -0.626 -3.895
104 H 1.302 0.519 -3.068
105 H 1.577 -2.977 1.659
106 H 3.059 -3.243 0.556
107 H 1.461 -3.687 0.157
108 H 3.801 -1.036 -1.240
109 C 1.518 2.470 0.621
110 C 0.116 2.739 0.009
111 C -0.929 2.945 1.143
112 C -0.801 4.293 1.870
113 C -0.980 5.382 0.774
114 C 0.080 5.357 -0.293
115 N 0.190 3.983 -0.828
116 O 0.881 3.867 -2.013
117 C -0.570 6.261 -1.412
118 C 1.384 5.865 0.206
119 C -0.333 1.488 -0.745
120 H 2.298 2.266 -0.112
121 H 1.888 3.144 1.393
122 H 1.444 1.491 1.096
123 H -2.000 2.849 0.967
124 H -0.769 2.281 1.993
125 H -1.252 4.438 2.852
126 H 0.197 4.186 2.296
127 H -0.901 6.249 1.429
128 H -1.960 5.484 0.308
129 H -0.608 7.273 -1.008
130 H -1.588 5.977 -1.679
131 H -0.005 6.119 -2.332
132 H 1.316 6.952 0.202
133 H 2.202 5.699 -0.495
134 H 1.670 5.366 1.132
135 H 0.411 0.727 -0.982
136 H -1.202 0.985 -0.321
137 H -0.776 1.685 -1.721
138 H 0.205 3.556 -2.620
139 C -7.371 -0.038 -1.092
140 C -6.120 -0.905 -1.213
141 C -5.602 -0.608 -2.670
142 C -4.120 -1.144 -2.924
143 C -3.104 -0.683 -1.914
144 C -3.602 -0.744 -0.454
145 N -5.072 -0.449 -0.317
146 O -5.526 -0.399 0.943
147 C -3.322 -2.175 -0.045
148 C -2.785 0.305 0.343
149 C -6.476 -2.372 -0.950
150 H -7.375 1.047 -1.199
151 H -7.908 -0.244 -0.166
152 H -8.028 -0.453 -1.856
153 H -6.283 -0.963 -3.444
154 H -5.590 0.476 -2.780
155 H -3.720 -0.921 -3.913
156 H -4.068 -2.221 -2.762
157 H -3.033 0.352 -2.248
158 H -2.233 -1.304 -2.125
159 H -2.372 -2.158 0.491
160 H -3.962 -2.550 0.754
161 H -3.275 -2.914 -0.844
162 H -2.612 1.258 -0.156
163 H -3.349 0.539 1.246
164 H -1.881 -0.113 0.786
165 H -5.711 -3.086 -1.253
166 H -7.390 -2.452 -1.539
167 H -6.724 -2.567 0.093
168 H -5.719 0.528 1.103



Entry 3:
Here is a cluster of 9 separate species, C42H108N6O18 in total in a non-equilibrium geometry from the OMol25 dataset. Energies are from wB97M-V/def2-TZVPD.

The value obtained for the HOMO energy is -8.42 eV. The calculation puts the energy above the lowest of the compared OMol25 structures with the same formula, charge and spin at 643.3 kJ/mol. The spin multiplicity is 1. The SMILES is COCCNCCOC.COCCNCCOC.COCCNCCOC.COCCNCCOC.COCCNCCOC.COCCNCCOC.OCCO.OCCO.OCCO. The value obtained for the strongest force on any atom is 0.07045 Eh/bohr.

Geometry (Å):
1 C 0.808 -3.458 2.827
2 C 0.674 -4.548 4.079
3 O -0.541 -4.383 4.789
4 O 2.070 -3.631 2.279
5 H 0.782 -2.381 2.991
6 H 0.009 -3.488 2.086
7 H 1.478 -4.590 4.814
8 H 0.799 -5.518 3.599
9 H -1.337 -4.158 4.302
10 H 2.387 -2.808 1.898
11 C 3.175 -2.824 -4.901
12 C 2.121 -3.046 -3.802
13 O 1.199 -1.955 -3.819
14 O 4.001 -1.656 -4.665
15 H 2.715 -2.704 -5.882
16 H 3.800 -3.694 -5.105
17 H 2.676 -3.136 -2.868
18 H 1.592 -3.973 -4.024
19 H 0.859 -1.908 -4.716
20 H 3.697 -1.345 -3.809
21 C 0.479 -0.986 0.543
22 C -0.255 0.001 -0.454
23 O 0.340 -0.040 -1.738
24 O 1.897 -0.866 0.811
25 H 0.304 -2.035 0.306
26 H 0.107 -0.620 1.501
27 H -0.193 1.047 -0.155
28 H -1.307 -0.233 -0.612
29 H 0.568 -0.957 -1.907
30 H 2.103 -0.712 -0.114
31 C 0.304 -6.964 -0.822
32 O -0.324 -5.949 -1.546
33 C -0.554 -4.743 -0.828
34 C -1.897 -4.613 -0.146
35 N -2.187 -5.397 1.098
36 C -3.565 -5.359 1.513
37 C -3.973 -4.128 2.357
38 O -2.819 -3.785 3.070
39 C -3.105 -2.654 3.963
40 H 0.201 -7.796 -1.518
41 H 0.057 -7.289 0.188
42 H 1.357 -6.681 -0.810
43 H -0.444 -3.882 -1.488
44 H 0.346 -4.646 -0.221
45 H -2.577 -4.930 -0.936
46 H -2.106 -3.551 -0.013
47 H -1.805 -4.706 1.729
48 H -3.791 -6.331 1.952
49 H -4.295 -5.423 0.706
50 H -4.909 -4.374 2.859
51 H -4.142 -3.348 1.614
52 H -2.205 -2.334 4.487
53 H -3.944 -2.893 4.617
54 H -3.542 -1.835 3.392
55 C -3.384 -7.208 -8.785
56 O -2.743 -7.978 -7.784
57 C -1.774 -7.223 -6.992
58 C -2.417 -6.018 -6.221
59 N -1.521 -4.992 -5.712
60 C -2.240 -3.796 -5.222
61 C -2.826 -3.965 -3.844
62 O -3.743 -2.984 -3.360
63 C -3.269 -1.669 -3.039
64 H -3.965 -7.848 -9.449
65 H -2.716 -6.737 -9.506
66 H -4.059 -6.446 -8.395
67 H -1.009 -6.782 -7.631
68 H -1.320 -7.893 -6.262
69 H -2.848 -6.369 -5.283
70 H -3.206 -5.502 -6.767
71 H -0.786 -4.628 -6.301
72 H -3.015 -3.627 -5.970
73 H -1.576 -2.938 -5.330
74 H -2.119 -4.128 -3.030
75 H -3.450 -4.848 -3.982
76 H -2.242 -1.727 -2.678
77 H -4.022 -1.080 -2.516
78 H -3.323 -1.120 -3.979
79 C 0.263 4.455 -1.939
80 O 0.386 4.805 -0.509
81 C -0.784 4.501 0.296
82 C -0.408 4.362 1.778
83 N -0.009 5.649 2.430
84 C 1.015 6.388 1.709
85 C 1.594 7.599 2.474
86 O 2.313 7.268 3.652
87 C 3.654 6.891 3.433
88 H 0.408 3.389 -2.113
89 H 1.104 4.956 -2.417
90 H -0.706 4.819 -2.281
91 H -1.206 3.530 0.036
92 H -1.557 5.258 0.162
93 H 0.449 3.698 1.897
94 H -1.298 3.874 2.174
95 H 0.078 5.494 3.425
96 H 0.586 6.671 0.747
97 H 1.839 5.698 1.529
98 H 0.711 8.090 2.883
99 H 2.195 8.179 1.774
100 H 4.222 7.651 2.897
101 H 3.783 5.981 2.847
102 H 4.230 6.716 4.342
103 C -0.667 1.220 4.626
104 O 0.329 0.207 4.287
105 C 1.678 0.670 3.945
106 C 2.389 1.156 5.177
107 N 2.310 2.657 5.380
108 C 2.794 3.034 6.658
109 C 3.393 4.446 6.502
110 O 4.368 4.264 5.470
111 C 5.647 4.696 5.764
112 H -0.613 1.469 5.686
113 H -1.559 0.613 4.473
114 H -0.532 2.196 4.160
115 H 1.619 1.471 3.207
116 H 2.323 -0.088 3.501
117 H 3.405 0.776 5.072
118 H 1.948 0.596 6.002
119 H 2.863 3.254 4.782
120 H 3.555 2.408 7.124
121 H 1.950 2.847 7.322
122 H 3.854 4.810 7.420
123 H 2.628 5.157 6.190
124 H 5.730 5.753 6.017
125 H 6.362 4.670 4.942
126 H 6.063 4.132 6.598
127 C -3.200 1.728 -2.373
128 O -4.095 1.004 -1.507
129 C -4.817 1.573 -0.376
130 C -5.789 2.760 -0.802
131 N -7.029 2.176 -1.320
132 C -7.800 2.949 -2.246
133 C -6.915 3.192 -3.631
134 O -6.470 2.038 -4.303
135 C -5.486 2.468 -5.290
136 H -2.365 2.115 -1.790
137 H -3.775 2.567 -2.767
138 H -2.938 1.108 -3.231
139 H -4.054 2.064 0.229
140 H -5.443 0.795 0.063
141 H -5.285 3.409 -1.518
142 H -5.987 3.292 0.128
143 H -6.844 1.317 -1.820
144 H -8.111 3.923 -1.870
145 H -8.732 2.473 -2.551
146 H -6.148 3.886 -3.289
147 H -7.451 3.818 -4.344
148 H -5.243 1.668 -5.990
149 H -4.496 2.845 -5.031
150 H -5.901 3.161 -6.023
151 C 6.914 0.360 4.364
152 O 6.775 0.490 2.952
153 C 6.266 1.768 2.613
154 C 6.457 2.166 1.076
155 N 5.718 3.343 0.630
156 C 4.244 3.216 0.869
157 C 3.513 2.347 -0.141
158 O 4.092 2.685 -1.364
159 C 3.926 1.691 -2.357
160 H 6.000 0.410 4.956
161 H 7.621 1.023 4.863
162 H 7.367 -0.600 4.613
163 H 6.905 2.450 3.173
164 H 5.259 1.769 3.030
165 H 6.280 1.266 0.488
166 H 7.516 2.148 0.818
167 H 5.874 3.441 -0.362
168 H 3.812 4.201 0.697
169 H 3.912 2.770 1.807
170 H 2.455 2.602 -0.082
171 H 3.708 1.301 0.100
172 H 4.666 0.892 -2.306
173 H 3.900 2.155 -3.343
174 H 2.976 1.158 -2.403



> strongest force on any atom of number 2 (C42H108N4O14)?

0.31602 Eh/bohr



> Which of these has the highest HOMO energy?

C42H108N4O14



> The highest energy above the lowest of the compared OMol25 structures with the same formula, charge and spin belongs to which entry?

C42H108N4O14



> Look up the energy above the lowest of the compared OMol25 structures with the same formula, charge and spin of the third one.

643.3 kJ/mol